# 1
DFT (ωB97M-V/def2-TZVPD) results for C19H31AuN4OSSi2 as an isolated structure in a non-equilibrium geometry.

```
59
Properties=species:S:1:pos:R:3:forces:R:3:lowdin_charge:R:1
H 4.791 -1.111 -3.278 0.32 0.38 0.83 0.15
Si -2.163 -2.294 -0.156 0.45 -1.26 -0.08 0.43
N 0.720 -0.535 3.357 0.97 0.51 0.38 0.06
C 0.542 -0.419 4.639 -1.02 -0.81 -0.04 -0.38
C -1.139 -0.856 -3.875 -0.99 -0.58 0.14 -0.18
H -2.981 4.962 1.633 -0.26 -0.39 -0.19 0.09
H -4.111 1.439 -2.049 0.43 -0.59 -0.23 0.05
C 3.305 -0.451 -0.347 -1.20 -0.39 2.84 -0.17
N -0.415 4.826 2.178 0.54 0.97 0.43 0.15
H -2.944 3.413 2.553 -0.08 0.21 -0.14 0.09
O -0.516 2.968 0.958 -0.28 -0.14 0.11 -0.04
C 2.637 -0.222 1.776 1.38 1.09 -0.34 -0.16
C 5.754 -0.448 -0.066 0.03 -0.28 0.55 0.06
H 4.556 -0.142 2.625 -0.06 -0.14 -0.65 0.19
N 2.191 -0.398 0.502 2.16 -0.13 -1.27 0.01
Au 0.376 -0.443 -0.336 -1.54 0.07 -0.13 0.93
C -2.644 3.921 1.629 1.31 -0.35 0.09 0.01
H 6.851 -0.734 -1.899 0.36 0.04 -0.09 0.14
C 4.470 -0.417 0.463 1.11 0.97 0.52 -0.12
C 4.751 -0.821 -2.208 -3.63 -0.23 -1.85 -0.01
H -0.342 -0.867 5.167 1.06 0.47 -0.64 0.12
S 1.752 0.463 5.570 -0.41 0.45 -2.12 1.13
C 2.485 0.829 4.053 0.15 -1.15 0.58 -0.29
C -1.073 -3.673 -0.965 -0.45 1.11 -0.48 -0.18
C 5.882 -0.651 -1.449 0.28 0.05 1.61 0.02
H -4.695 -2.127 0.049 0.44 -0.65 -0.02 0.05
H -0.050 -3.438 -0.651 0.06 -0.50 -0.09 0.00
C -3.962 -2.776 -0.475 -0.53 0.96 -0.98 -0.17
H -4.086 -3.844 -0.258 0.01 0.28 0.37 0.05
H -1.792 -1.751 -3.936 0.35 0.20 0.10 0.04
H -2.586 -1.790 2.197 -0.27 -0.19 0.40 0.04
H 0.604 4.816 2.026 -1.03 0.21 0.25 0.13
C -1.681 -0.527 -0.711 -1.41 0.14 0.43 -0.41
H -1.105 -3.760 -2.074 0.02 0.33 0.65 0.04
C 1.925 0.106 2.986 -0.79 -0.50 1.23 -0.25
H -4.239 -2.687 -1.551 0.35 0.02 0.52 0.04
H -1.408 -4.642 -0.596 0.21 0.00 0.29 0.03
H 2.575 -0.863 -2.317 -0.15 0.11 -0.28 0.11
H -1.281 -0.387 -4.863 0.25 0.14 0.48 0.05
H -4.201 0.005 -3.155 -0.51 -0.32 0.26 0.02
C -3.600 0.841 -2.830 -0.09 0.05 -0.42 -0.15
H -2.064 0.187 0.092 0.26 -0.59 -1.10 0.05
H -1.956 -3.462 1.902 -0.24 -0.84 0.67 0.03
H 6.644 -0.399 0.560 -0.30 0.11 -0.09 0.14
H -2.949 3.306 0.779 -0.45 0.47 0.11 0.08
H -0.862 -2.068 2.008 -0.10 -0.19 -0.03 -0.01
H 3.341 1.468 4.044 0.46 0.23 -0.15 0.08
H -0.227 1.998 -3.247 0.04 0.31 0.22 0.03
H -0.871 5.642 2.602 0.52 -0.69 -0.40 0.12
C 3.437 -0.676 -1.704 1.71 -0.63 -1.49 0.04
N 4.016 -0.212 1.760 -0.74 -0.06 0.53 0.20
Si -1.812 0.230 -2.470 0.44 1.50 -0.33 0.46
C -0.943 1.933 -2.424 -0.18 -0.49 0.50 -0.19
H -0.519 2.166 -1.440 0.36 -0.05 -0.30 -0.01
H -1.746 2.667 -2.525 0.19 0.04 -0.36 0.03
C -1.854 -2.422 1.709 0.44 1.23 -1.23 -0.18
H -0.111 -1.229 -3.780 -0.19 0.28 0.06 0.02
C -1.113 3.865 1.554 -0.20 -0.46 -0.29 -0.60
H -3.562 1.493 -3.736 0.45 -0.34 0.62 0.06
```
Forces are in eV/Å.

Output
Total charge: +2
ΔE to the lowest compared entry with this formula, charge and spin (kcal/mol): 1.48
HOMO (alpha / beta) (eV): -14.38 / -14.38
Gap between HOMO and LUMO (alpha / beta) (eV): 7.2 / 3.8
LUMO energy (alpha / beta) (eV): -7.17 / -10.60
E (a.u.): -2149.12857
Expectation value of S²: 2.05
2S+1: 3

# 2
DFT (ωB97M-V/def2-TZVPD) results for a 2-piece molecular cluster, C4H4NO2 overall in a non-equilibrium geometry.

```
11
Properties=species:S:1:pos:R:3:forces:R:3:lowdin_charge:R:1
O 3.003 0.152 -1.154 0.45 -0.48 -0.62 0.15
H 0.476 2.259 0.915 1.23 -0.05 -0.24 0.00
H -0.445 -2.882 0.008 1.12 1.76 1.09 0.00
O 3.121 0.020 1.147 0.47 -0.51 0.72 0.17
H -1.087 1.837 0.431 -0.35 -0.86 -0.04 0.01
C -0.047 -0.992 -0.258 0.39 -0.14 -1.35 -0.45
N -0.003 -2.040 0.545 -1.75 -2.12 -1.60 -0.07
C 2.986 0.015 -0.001 -0.76 1.03 -0.13 -0.50
C 0.353 0.246 0.124 0.78 0.10 0.47 -0.26
H -0.189 -0.994 -1.407 -0.06 -0.68 1.23 0.11
C -0.056 1.425 0.470 -1.51 1.94 0.47 -0.14
```
Forces are in eV/Å.

Output
Total charge: -1
ΔE to the lowest compared entry with this formula, charge and spin (kcal/mol): 79.38
HOMO (eV): -1.98
Gap between HOMO and LUMO (eV): 5.8
LUMO energy (eV): 3.81
E (a.u.): -360.00926